The following is a quantum chemistry calculation of a cluster of 13 separate species, C52H140N10O16 in total, from OMol25.

The geometry in XYZ format:
```
218
Properties=species:S:1:pos:R:3:forces:R:3:lowdin_charge:R:1
C -1.886852 -4.703655 3.285558 -1.194 1.500 -0.254 -0.039
C -1.958928 -3.178440 2.962330 0.987 -0.786 0.939 -0.375
C -3.022476 -2.469628 3.812844 0.669 -0.661 0.446 -0.232
O -3.029222 -1.141812 3.453607 0.975 1.817 -0.876 -0.221
C -3.857693 -0.267239 4.193350 -0.268 -0.795 -0.688 -0.078
N -0.588681 -2.630265 3.272032 -1.657 0.217 -0.516 0.080
H -2.806534 -5.125253 2.879932 -0.044 -0.465 0.118 0.067
H -1.924415 -4.739945 4.374315 0.324 -0.563 -0.005 0.077
H -1.032597 -5.214471 2.841226 -0.029 0.331 0.257 0.048
H -2.303290 -3.019717 1.940401 0.451 0.067 -0.361 0.102
H -2.769289 -2.491356 4.872804 0.076 -0.585 0.370 0.123
H -4.001219 -2.924564 3.660533 -0.282 -0.249 -0.032 0.130
H -3.782583 -0.421982 5.269692 -0.005 -0.107 0.123 0.091
H -4.850267 -0.507912 3.812580 -0.585 0.483 0.541 0.086
H -3.599541 0.765450 3.958826 0.078 -0.100 -0.096 0.081
H -0.714027 -1.631059 3.194647 0.057 0.535 0.264 0.033
H -0.024578 -2.837781 2.460361 0.412 -0.480 -0.144 0.020
C -3.071616 3.172105 -0.884273 -1.568 0.845 0.187 -0.092
C -2.030980 3.216030 -1.962472 -0.279 -0.248 0.609 -0.413
C -2.269999 4.436384 -2.874310 -0.043 -0.219 -1.509 -0.150
O -3.506551 4.331166 -3.654053 0.050 -0.018 0.660 -0.208
C -3.685789 5.322999 -4.671899 0.488 -0.273 0.733 -0.113
N -0.762439 3.201945 -1.209675 -0.272 0.694 -0.928 0.067
H -3.014436 4.086077 -0.293090 0.320 -0.015 0.314 0.081
H -3.036320 2.305267 -0.224388 0.310 -0.013 -0.116 0.052
H -4.078458 3.222633 -1.298775 -0.162 -0.257 -0.226 0.081
H -2.185673 2.288377 -2.513497 0.157 0.006 -0.725 0.115
H -1.523944 4.510885 -3.665481 0.741 -0.094 0.261 0.105
H -2.229461 5.367024 -2.308311 -0.227 0.100 0.237 0.122
H -3.418409 6.314114 -4.305432 -0.221 0.208 0.198 0.079
H -4.725266 5.301824 -4.999234 0.038 -0.042 0.233 0.084
H -3.060209 5.169447 -5.551197 0.253 -0.399 -0.089 0.075
H 0.032577 3.017160 -1.804578 0.297 0.544 -0.638 0.011
H -0.782644 2.335723 -0.690694 -0.229 0.168 0.203 0.003
C -3.527239 -3.943561 -0.308792 1.048 1.063 -1.064 -0.064
C -4.405807 -4.357407 -1.541736 2.320 0.565 0.515 -0.384
C -3.516818 -4.568774 -2.814120 0.418 -0.495 0.093 -0.207
O -2.872856 -3.408211 -3.254375 1.108 1.978 0.371 -0.221
C -2.274656 -3.531754 -4.546662 -0.986 -1.094 0.260 -0.087
N -5.063179 -5.575599 -1.168732 -1.549 -0.236 -0.910 0.029
H -3.112644 -2.941981 -0.422932 0.175 0.198 -0.317 0.042
H -2.653990 -4.594965 -0.273980 0.099 -0.254 0.009 0.065
H -3.896644 -3.900048 0.715784 -1.015 -0.477 -0.316 0.066
H -5.059544 -3.535095 -1.832479 -0.590 -0.297 0.342 0.137
H -4.030295 -4.942512 -3.699984 -0.852 -0.473 0.428 0.120
H -2.697493 -5.257378 -2.607621 -0.107 -0.746 0.373 0.118
H -2.047292 -4.582095 -4.728848 -0.074 -0.305 -0.111 0.081
H -1.312890 -3.047629 -4.716153 -0.303 0.706 0.612 0.067
H -3.051138 -3.233084 -5.250912 0.365 0.191 -0.459 0.094
H -4.473354 -6.229193 -0.673732 0.179 0.219 0.059 0.075
H -5.822311 -5.290832 -0.566467 -0.143 -0.510 0.179 0.077
C 1.370761 2.126292 -4.939996 1.061 0.143 -0.972 -0.047
C 2.306088 2.914768 -4.019062 -0.459 0.114 0.340 -0.399
C 2.296677 4.426652 -4.328761 -0.071 -0.030 0.128 -0.215
O 3.052169 4.765301 -5.461288 0.516 0.704 -0.544 -0.195
C 3.300947 6.193257 -5.611868 -0.023 -1.485 0.624 -0.076
N 1.836803 2.743626 -2.658067 -0.527 0.028 0.845 0.023
H 0.323131 2.418507 -4.868118 0.084 0.154 0.316 0.075
H 1.446301 1.042034 -4.857676 -0.024 -0.015 0.463 0.049
H 1.706720 2.320489 -5.958587 -0.186 0.096 -0.262 0.079
H 3.344426 2.583536 -4.003862 0.235 -0.172 -1.004 0.137
H 2.700298 4.948298 -3.460968 0.017 0.100 0.340 0.118
H 1.282339 4.783773 -4.506792 -0.412 -0.079 0.340 0.122
H 3.574843 6.302441 -6.661221 -0.140 0.409 0.237 0.088
H 4.099046 6.508837 -4.939891 0.509 -0.184 -0.134 0.078
H 2.473034 6.811988 -5.265700 -0.553 -0.143 -0.580 0.081
H 1.931598 1.786387 -2.350182 -0.387 -0.735 -0.552 0.063
H 2.477858 3.120764 -1.974756 0.319 0.821 -0.037 0.024
C -0.890067 -0.398637 -2.601739 0.452 0.596 0.591 -0.020
C -0.087735 -0.911345 -1.356526 -0.993 0.504 -1.021 -0.370
C -0.684438 -0.511709 -0.031700 -1.009 0.316 0.414 -0.161
O -0.657788 0.907039 0.189457 -0.098 -1.157 -0.091 -0.223
C -1.162724 1.309548 1.449288 0.772 -0.335 0.457 -0.098
N -0.035078 -2.376375 -1.449100 0.883 0.052 0.976 0.073
H -0.485083 -0.856578 -3.504171 0.082 -0.081 0.011 0.051
H -0.848148 0.681373 -2.742895 0.266 0.118 0.130 0.050
H -1.954703 -0.627370 -2.553512 -0.041 -0.396 0.241 0.078
H 0.886369 -0.423993 -1.315112 0.483 -0.513 -0.540 0.112
H -0.187084 -1.011420 0.799589 0.203 -0.165 0.013 0.109
H -1.720473 -0.848745 -0.065276 -0.421 -0.041 0.397 0.119
H -2.076885 0.800589 1.754833 -0.453 0.137 -0.426 0.081
H -1.219924 2.397987 1.460065 -0.341 -0.091 -0.231 0.088
H -0.456880 1.045100 2.236650 0.418 -0.140 0.129 0.072
H -0.933404 -2.770315 -1.689781 -0.511 0.213 0.102 0.065
H 0.557765 -2.633920 -2.225191 0.263 0.029 -0.371 0.021
C 1.998097 3.025416 0.869641 0.364 -0.928 -0.845 -0.042
C 3.460185 2.594566 0.701704 0.123 -1.560 0.927 -0.385
C 3.683419 1.006450 0.656331 -1.256 0.912 0.890 -0.125
O 2.867864 0.389960 1.668276 -0.194 1.833 -0.094 -0.213
C 2.765218 -0.981442 1.604108 0.115 -0.852 -1.152 -0.127
N 3.912299 3.166673 -0.555367 0.379 0.702 -0.460 0.017
H 1.943058 4.111972 0.802874 -0.136 -0.018 0.082 0.089
H 1.509716 2.650272 1.769010 0.250 0.070 0.014 0.062
H 1.509615 2.589569 -0.001868 -0.567 0.263 0.158 0.050
H 3.959338 2.947767 1.604025 0.671 0.122 -0.051 0.124
H 4.705894 0.701262 0.878817 0.369 0.310 -0.287 0.121
H 3.397234 0.653541 -0.334458 -0.099 -0.161 -0.245 0.103
H 2.109200 -1.379533 2.378229 0.430 0.176 0.329 0.079
H 3.757925 -1.428470 1.551194 0.246 -0.414 0.648 0.085
H 2.310382 -1.320192 0.673261 -0.342 0.100 -0.447 0.063
H 3.968602 4.174035 -0.508951 -0.373 0.251 0.257 0.086
H 4.811464 2.935412 -0.953008 0.229 -0.792 0.522 0.087
C 3.147304 -1.200120 -3.250667 0.882 0.386 1.102 -0.037
C 3.062640 -2.702932 -3.412295 0.167 0.017 -0.152 -0.423
C 3.530952 -3.408954 -2.151096 1.030 -0.259 0.359 -0.172
O 4.942297 -3.120280 -2.074822 -0.845 0.255 -0.641 -0.170
C 5.591574 -3.539096 -0.938913 0.464 -0.078 2.029 -0.141
N 1.710491 -3.069536 -3.757193 -0.471 -0.703 -0.307 0.039
H 2.635671 -0.566791 -3.975403 0.272 -0.404 -0.417 0.067
H 4.214004 -0.995322 -3.159529 0.030 0.488 -0.528 0.086
H 2.785158 -0.852897 -2.283007 -0.423 -0.327 0.212 0.052
H 3.784621 -2.997516 -4.173908 0.056 -0.035 -0.304 0.140
H 3.465101 -4.494907 -2.084089 -0.342 -0.412 -0.924 0.121
H 2.917424 -3.128941 -1.294777 0.316 0.862 0.456 0.104
H 6.659774 -3.322270 -0.946014 -0.081 0.346 -0.568 0.092
H 5.555626 -4.586408 -0.639024 -0.452 -0.644 -0.785 0.085
H 5.193342 -3.058108 -0.045513 -0.148 0.472 0.190 0.075
H 1.474834 -2.667273 -4.653155 -0.095 0.375 -0.109 0.086
H 1.670800 -4.062398 -3.938128 -0.089 -0.386 0.133 0.090
C -0.389612 2.699092 4.519222 -0.902 0.133 -1.184 -0.122
O -0.839723 3.470377 5.583480 -1.051 0.168 0.513 -0.169
C -0.352609 3.232951 6.885359 1.027 0.487 -0.234 -0.197
C 1.073922 3.828818 6.948108 -2.286 -1.383 0.423 -0.221
N 1.581059 3.645795 8.268735 2.853 1.338 1.171 -0.049
C 3.058569 3.878904 8.300936 -0.059 -0.446 -0.637 -0.192
C 3.643974 3.840009 9.703310 -0.943 0.437 0.358 -0.250
O 5.028286 3.922057 9.666453 1.648 -0.161 -0.557 -0.180
C 5.729651 4.090455 10.880255 -1.103 0.672 1.038 -0.112
H 0.550228 3.051216 4.094004 0.528 -0.488 0.370 0.085
H -1.087031 2.879582 3.701214 -0.280 0.392 -0.041 0.070
H -0.512093 1.621693 4.630192 0.723 -0.158 0.578 0.079
H -0.250918 2.177410 7.137547 -0.212 -0.400 -0.238 0.107
H -1.044763 3.665696 7.607688 0.002 0.243 -0.181 0.126
H 1.000729 4.887665 6.699971 0.358 -0.055 -0.117 0.133
H 1.526548 3.209719 6.173545 0.983 0.395 -0.186 0.092
H 1.463971 2.781276 8.777666 -0.718 -0.398 -0.698 0.110
H 3.361067 4.798117 7.799306 -0.560 0.622 0.394 0.119
H 3.571013 3.188313 7.631167 0.143 -0.836 0.141 0.102
H 3.339171 2.963759 10.275476 -0.214 -0.406 -0.065 0.121
H 3.189903 4.696964 10.200856 0.107 0.287 0.448 0.123
H 6.816385 4.091351 10.795966 -0.247 -0.225 -0.648 0.088
H 5.433179 3.424366 11.690514 -0.002 -1.003 -0.334 0.081
H 5.442411 5.019991 11.371739 0.085 0.730 -0.351 0.079
C 4.224411 -0.447658 8.982939 -0.177 -0.864 0.435 -0.091
O 2.984878 -0.835490 9.618190 0.140 -0.061 -0.637 -0.195
C 2.348472 -2.041221 9.125529 -0.027 0.688 -1.110 -0.190
C 1.912893 -1.953787 7.629143 -0.628 0.894 1.347 -0.185
N 0.825123 -0.942690 7.494139 -0.386 -0.748 -0.178 -0.045
C 0.180449 -0.987125 6.182838 0.960 0.454 -0.314 -0.192
C 1.234027 -0.556577 5.148124 -0.750 -0.878 -0.453 -0.248
O 1.799681 0.651765 5.566309 -0.630 -0.324 0.213 -0.217
C 2.919576 1.026697 4.831520 1.134 1.453 1.105 -0.100
H 4.668285 0.429219 9.454256 -0.598 0.095 0.327 0.078
H 4.173736 -0.225787 7.916958 -0.469 -0.089 -0.135 0.069
H 4.959915 -1.239227 9.126303 0.114 -0.265 -0.132 0.081
H 1.436677 -2.212144 9.697828 0.076 0.511 0.196 0.114
H 2.942503 -2.941725 9.281443 0.621 0.079 -0.033 0.108
H 1.468817 -2.913514 7.364921 0.034 -0.112 -0.044 0.120
H 2.775178 -1.793845 6.981849 0.133 0.091 -0.082 0.095
H 1.142782 0.014999 7.449304 0.876 -0.011 0.963 0.081
H -0.574876 -0.202332 6.141898 -0.346 -0.074 0.247 0.102
H -0.286380 -1.944326 5.950598 0.223 -0.001 -0.088 0.103
H 0.760016 -0.455363 4.171820 0.052 0.101 -0.303 0.090
H 2.037792 -1.288397 5.067544 -0.063 -0.336 -0.171 0.111
H 2.717595 1.973500 4.330655 -0.109 -0.306 -0.861 0.079
H 3.423496 0.269835 4.230421 -0.590 -0.051 -0.255 0.089
H 3.636573 1.341456 5.589774 0.496 -0.070 0.103 0.078
C -0.098790 -5.819629 -13.436295 0.237 1.576 -0.144 -0.085
O 0.291242 -4.505521 -12.950527 0.123 -0.240 -0.239 -0.212
C -0.421924 -3.971724 -11.847005 0.637 -0.358 0.873 -0.213
C 0.108178 -2.560791 -11.382506 -0.559 -0.495 -0.844 -0.193
N -0.757032 -1.956120 -10.370792 -0.417 0.252 -0.188 -0.078
C -0.358917 -0.600010 -10.008034 -0.402 0.458 -0.034 -0.212
C -1.282452 0.015709 -8.918593 1.464 -0.495 -0.081 -0.194
O -0.887290 -0.523037 -7.647359 -0.326 -0.015 -0.534 -0.208
C -1.775748 -0.142901 -6.614095 0.291 -0.403 -0.129 -0.107
H 0.097168 -6.653825 -12.762648 0.175 0.194 0.312 0.081
H 0.495939 -5.906356 -14.345625 -0.027 -0.331 0.121 0.085
H -1.148186 -5.836964 -13.730525 -0.202 0.074 0.123 0.080
H -0.286543 -4.670315 -11.021325 -0.077 -0.137 0.442 0.109
H -1.490941 -3.974710 -12.059832 -0.168 0.539 -0.057 0.116
H 0.126578 -1.954805 -12.288336 -0.375 0.356 -0.006 0.114
H 1.147334 -2.517618 -11.056331 0.339 -0.792 0.084 0.112
H -0.745827 -2.470250 -9.501517 0.069 -0.471 -0.045 0.106
H -0.351801 0.039693 -10.890549 -0.540 0.012 -0.219 0.114
H 0.693108 -0.562099 -9.725341 0.238 0.029 0.691 0.112
H -2.327396 -0.191787 -9.149099 -0.130 -0.226 0.053 0.118
H -1.153237 1.096385 -8.859094 0.043 0.219 -0.248 0.117
H -2.789795 -0.427550 -6.894778 -0.237 0.008 0.211 0.088
H -1.742026 0.924771 -6.397216 0.030 0.218 -0.099 0.085
H -1.456180 -0.684458 -5.723766 -0.177 0.038 0.025 0.062
C -4.949322 3.841104 2.088432 1.036 0.739 0.121 -0.096
C -4.822489 5.161118 2.913569 -1.305 -1.456 -1.198 -0.265
O -6.162061 5.453419 3.372803 0.839 0.456 0.596 -0.096
H -5.446833 4.065372 1.144879 -0.594 -0.043 0.180 0.070
H -5.436845 3.041886 2.646703 -0.087 0.150 -0.056 0.070
H -3.984336 3.497750 1.715607 0.292 -0.157 0.399 0.042
H -4.422131 5.899894 2.219288 -0.098 0.425 0.209 0.103
H -4.151888 5.091899 3.770084 -0.329 -0.097 0.070 0.109
H -6.732516 5.716367 2.646828 0.244 -0.037 -0.225 0.075
C -4.882124 -0.185463 -0.650832 -0.076 0.866 0.391 -0.060
C -5.378718 0.757216 0.471659 -0.453 -1.238 -0.876 -0.307
O -6.544796 0.100934 0.960638 -0.250 -0.120 0.223 -0.082
H -4.159526 0.415406 -1.203021 0.511 -0.591 -0.153 0.057
H -5.655219 -0.485453 -1.358247 -0.372 0.475 0.135 0.077
H -4.531638 -1.137768 -0.252871 0.542 0.274 0.124 0.054
H -5.599983 1.737619 0.049828 -0.221 0.089 -0.001 0.092
H -4.616173 0.904034 1.236563 0.091 -0.190 0.151 0.086
H -6.863794 0.411654 1.811102 0.264 0.375 0.018 0.075
C 0.358443 -6.099335 0.504076 1.059 -0.449 0.643 -0.067
C 1.518150 -5.059585 0.753602 -1.796 -0.409 -0.566 -0.247
O 0.941367 -3.760454 0.947728 0.962 -0.851 0.636 -0.132
H 0.739488 -7.064240 0.169608 0.400 0.037 -0.431 0.062
H -0.410731 -5.796661 -0.206455 0.192 0.391 0.062 0.057
H -0.108584 -6.414402 1.437194 -0.230 0.556 0.111 0.046
H 2.169590 -5.034297 -0.119941 0.132 -0.065 -0.049 0.079
H 2.123790 -5.343957 1.614085 -0.171 0.105 0.085 0.112
H 0.820563 -3.403082 0.064956 -0.663 0.716 -0.644 0.013
```
Forces are in eV/Å.

Computed properties:
2S+1: 1
HOMO energy (eV): -8.475
Molecular weight (g mol⁻¹): 1161.7
Total energy (Ha): -3816.189159
Energy above the lowest of the compared OMol25 structures with the same formula, charge and spin (kcal per mole): 0.0